Density functional theory data (ωB97M-V/def2-TZVPD) for a structure of composition C24H45NP2SiSr in a non-equilibrium geometry.

Geometry (Å):
P  -0.062754  -1.785161  -3.759381
P  0.419340  1.651407  -2.764318
C  0.655688  -0.369375  -4.739471
C  1.424774  0.682162  -3.944929
H  -0.193317  0.042241  -5.313519
H  1.333697  -0.802321  -5.486617
H  2.308202  0.266385  -3.434567
H  1.801222  1.414948  -4.668788
C  -0.514584  2.790121  -3.803673
H  -0.982763  3.561422  -3.179696
H  -1.300739  2.266241  -4.364436
H  0.167362  3.275309  -4.512504
C  1.553274  2.585223  -1.731336
H  2.002494  3.377362  -2.349543
H  2.396970  1.976622  -1.360493
H  1.024099  3.099636  -0.909998
C  -1.428743  -2.629734  -4.798537
H  -1.516479  -3.684246  -4.509797
H  -1.152520  -2.588376  -5.860718
H  -2.418267  -2.168074  -4.704789
C  1.085016  -3.052584  -4.712010
H  2.143939  -2.876046  -4.462637
H  0.955982  -2.898240  -5.797725
H  0.821162  -4.094759  -4.471828
Sr  1.099569  1.148077  1.578472
C  -0.871260  0.406889  -2.224239
C  -1.434822  -0.767888  -2.984574
C  -2.265165  -1.679719  -2.053205
C  -1.423690  -2.813639  -1.435069
C  -0.177718  -3.046066  -2.228779
C  0.953642  -2.128689  -2.228201
C  1.085325  -1.013468  -1.183119
C  -0.118819  -0.069015  -0.944220
C  0.937830  -1.291040  2.445255
H  -1.721745  1.050162  -1.940723
H  -2.060655  -0.393172  -3.807296
H  -3.085783  -2.135819  -2.616591
H  -2.738885  -1.081311  -1.260851
H  -1.198854  -2.597351  -0.376185
H  -2.018022  -3.739115  -1.462873
H  0.020698  -4.082339  -2.515720
H  1.923091  -2.559330  -2.471005
H  1.995853  -0.441749  -1.449677
H  1.340800  -1.486583  -0.222353
H  -0.798358  -0.514618  -0.211837
H  0.268909  0.874188  -0.494559
H  1.383779  -1.125738  3.438319
H  1.573218  -2.005120  1.907144
H  -0.033449  -1.763721  2.597973
C  -2.317993  0.657457  2.481264
Si  -1.631909  1.306717  4.097079
C  -2.649160  2.717395  4.768388
C  -1.739339  -0.056373  5.381929
N  0.006498  1.799423  3.707529
C  1.066460  1.929489  4.553116
C  2.359313  2.170628  3.974017
C  3.476073  1.637693  4.610699
C  3.358126  1.103266  5.901684
C  2.132844  1.147692  6.589045
C  1.000312  1.637335  5.944516
H  -3.323250  0.256680  2.674531
H  -1.727588  -0.171529  2.059498
H  -2.425196  1.450372  1.727856
H  -3.634094  2.332554  5.076600
H  -2.179067  3.185911  5.644769
H  -2.804886  3.497222  4.011353
H  -1.070504  -0.891756  5.139088
H  -1.497611  0.287502  6.396703
H  -2.772565  -0.437357  5.400637
H  2.439298  2.791066  3.061235
H  4.441987  1.652586  4.099091
H  4.238931  0.702731  6.412189
H  2.057485  0.792594  7.619014
H  0.037268  1.716705  6.453402

Atoms 1-3, force components in eV/Å:
P 0.6 -5.0 0.5
P -1.2 -2.4 -3.7
C -0.8 0.2 -0.9

Output
* ΔE to the lowest compared entry with this formula, charge and spin: 5.751 eV
* E_HOMO: -4.97 eV

=====

Density functional theory data (ωB97M-V/def2-TZVPD) for a structure of composition C24H46Cl3MgN2O4Si in a non-equilibrium geometry.

Geometry (Å):
C  -1.492153  -1.887222  -2.638417
C  -1.049153  -2.916822  -1.650217
H  -1.216753  -2.123022  -3.662917
H  -1.081853  -0.912722  -2.380017
H  -2.578953  -1.778222  -2.604817
C  -0.590753  -4.134122  -1.949517
C  -0.416753  -4.738722  -3.301517
H  -0.324953  -4.787722  -1.125517
H  -0.649653  -4.053722  -4.112017
H  -1.056353  -5.616722  -3.420817
H  0.608247  -5.089722  -3.447117
Mg  -0.043253  0.172278  0.768483
Cl  -2.288553  0.313878  1.323483
Cl  -0.317253  1.389478  -1.189717
H  0.632847  4.691178  3.996983
H  -1.471253  5.652678  2.776383
C  0.977547  4.384178  3.009183
C  -1.020953  5.281678  1.854983
N  -0.150453  4.159178  2.128783
H  1.542947  3.464178  3.093683
C  -0.374653  2.964878  1.574083
O  0.340247  1.970478  1.779883
H  -1.813153  4.975878  1.179083
H  -1.239953  2.913078  0.915483
H  1.619247  5.167778  2.606183
H  -0.462653  6.095678  1.391583
H  1.454447  -1.535422  -2.547517
H  2.387247  -3.576322  -1.392517
C  2.254647  -0.934622  -2.123017
C  3.208647  -2.942922  -1.057017
N  2.744947  -1.579422  -0.917517
H  1.854947  0.040478  -1.875917
C  2.561647  -1.039022  0.278983
O  2.059747  0.076578  0.501383
H  3.572647  -3.314822  -0.103317
H  2.925147  -1.663622  1.105983
H  3.067247  -0.846522  -2.843717
H  4.016247  -2.994322  -1.785817
O  -0.061053  -1.528722  -0.020517
C  -1.125153  -2.416322  -0.213817
C  0.067647  -3.950422  1.402783
C  -1.118153  -3.521822  0.816383
H  0.982047  -3.443622  1.132283
C  0.074547  -4.990422  2.321183
H  -2.079053  -1.887422  -0.109717
C  -2.305153  -4.142822  1.193183
H  1.010047  -5.319422  2.757683
C  -1.114053  -5.611822  2.680483
C  -2.307453  -5.176922  2.117883
H  -3.236653  -3.809022  0.752483
H  -1.112453  -6.424222  3.396283
H  -3.241153  -5.648022  2.397983
Si  -0.439553  5.016278  -4.967917
Cl  -0.692953  3.603978  -6.504217
C  1.374647  5.033078  -4.526517
C  -1.493153  4.463178  -3.529117
C  -1.000053  6.667178  -5.636517
H  1.707647  4.054878  -4.184117
H  1.570547  5.750478  -3.728717
H  1.987047  5.311178  -5.382317
H  -0.412453  6.962678  -6.503817
H  -0.893453  7.445378  -4.880017
H  -2.045453  6.636978  -5.938617
H  -1.191353  3.479878  -3.172817
H  -2.544053  4.407078  -3.807117
H  -1.405053  5.161678  -2.696117
C  -0.531053  -2.287622  4.495883
C  -0.864553  -1.257322  3.403283
O  0.265347  -0.822822  2.643683
C  1.295447  -0.245522  3.458783
C  0.853647  0.763878  4.543783
H  0.000147  -3.151422  4.070483
H  -1.472453  -2.639822  4.968083
H  0.109447  -1.876222  5.297483
H  -1.557653  -1.782722  2.723783
H  -1.413053  -0.397122  3.842983
H  1.898847  -1.058422  3.918083
H  2.001847  0.299478  2.813783
H  0.236447  0.304478  5.337183
H  1.757847  1.177978  5.038483
H  0.274247  1.602578  4.121983

Atoms 1-3, force components in eV/Å:
C 0.0 0.0 -0.1
C -0.1 -0.4 0.1
H 0.0 0.0 -0.1

Output
* ΔE to the lowest compared entry with this formula, charge and spin: 0.000 eV
* charge: -1
* E_HOMO: -4.57 eV

=====

Density functional theory data (ωB97M-V/def2-TZVPD) for a cluster of 9 separate species, C24H46O19 in total in a non-equilibrium geometry.

Geometry (Å):
C  0.909111  5.563529  3.484940
O  1.783780  4.515915  3.166118
H  1.044557  5.684958  4.595182
H  1.135354  6.517266  2.977111
H  -0.127150  5.245871  3.368957
H  1.599399  4.333142  2.219408
C  -3.744052  -1.615630  -0.588530
O  -3.356553  -2.533836  0.530803
H  -4.673603  -1.902342  -1.075629
H  -3.839497  -0.672947  -0.081849
H  -2.980245  -1.543413  -1.329660
H  -2.817358  -3.287390  0.245596
C  -3.537528  3.173704  -0.163925
O  -3.266221  1.803383  -0.297141
H  -4.062365  3.402238  0.807102
H  -2.581349  3.751731  -0.272263
H  -4.069246  3.484795  -1.039141
H  -2.410933  1.703857  -0.644449
C  -4.436816  -0.677075  2.818261
O  -5.096996  -1.945988  2.639141
H  -3.550335  -0.739668  3.475731
H  -4.103367  -0.268564  1.827373
H  -5.191329  -0.084649  3.315090
H  -4.653453  -2.492557  1.981987
C  4.587501  2.146997  -1.793650
C  3.876386  0.957928  -1.285183
C  2.690137  0.416241  -1.995775
O  2.814954  -0.992188  -1.796750
C  4.128523  -1.248607  -1.560033
O  4.527655  -2.368637  -1.466652
O  4.819513  -0.110575  -1.400728
H  4.113419  3.095791  -1.593748
H  4.759079  2.147197  -2.870917
H  5.550331  2.187924  -1.268297
H  3.611100  0.961044  -0.235394
H  2.739625  0.670262  -3.118321
H  1.785817  0.871986  -1.538892
C  -0.958242  -1.613932  2.258276
C  -0.954437  -0.410591  1.431144
C  -1.243598  0.864404  2.222399
O  -0.237511  1.806162  1.738932
C  0.755248  1.056407  1.253059
O  1.787000  1.502094  0.843389
O  0.432751  -0.178318  1.065496
H  -1.893733  -1.840113  2.772412
H  -0.127524  -1.453636  2.923430
H  -0.632388  -2.378306  1.531700
H  -1.548285  -0.454400  0.554603
H  -1.132740  0.712359  3.316543
H  -2.211587  1.189271  1.979857
C  -4.295977  0.040160  -4.809139
C  -3.043763  -0.552587  -4.153875
C  -1.748914  -0.560034  -5.004612
O  -0.723439  -0.351812  -4.012992
C  -1.238109  -0.065952  -2.863139
O  -0.698154  0.046402  -1.833838
O  -2.588187  0.119527  -2.962931
H  -4.154646  1.016621  -5.253022
H  -5.233809  0.045475  -4.181267
H  -4.589478  -0.611422  -5.630297
H  -3.241950  -1.588466  -3.819023
H  -1.612604  0.315580  -5.646380
H  -1.447696  -1.432882  -5.501201
C  1.730207  -4.687179  -2.594329
C  0.606551  -4.035839  -1.868471
C  0.348337  -2.601052  -2.224742
O  -1.050489  -2.637414  -2.702343
C  -1.546678  -3.904525  -2.659292
O  -2.676046  -4.160602  -2.936718
O  -0.597131  -4.731474  -2.191207
H  2.620710  -4.024873  -2.545124
H  1.580900  -4.839525  -3.665524
H  2.023618  -5.630922  -2.124170
H  0.758614  -4.132371  -0.754516
H  1.015552  -2.264403  -3.007282
H  0.428106  -1.890951  -1.339145
C  4.953338  1.578489  3.086991
C  4.389159  1.205035  4.481755
C  2.994406  1.815380  4.684433
O  2.113056  0.801142  4.140889
C  2.814809  -0.419657  4.163014
O  2.231480  -1.422939  3.945704
O  4.132230  -0.239427  4.412507
H  4.246876  1.302717  2.346090
H  5.776591  0.935169  2.865800
H  5.242233  2.614931  3.091839
H  5.118979  1.318576  5.346145
H  2.834067  2.655553  4.092631
H  2.514464  2.022448  5.699706

Atoms 1-3, force components in eV/Å:
C 0.0 0.3 2.2
O 0.1 -0.3 -1.8
H -0.2 0.4 -1.0

Output
* ΔE to the lowest compared entry with this formula, charge and spin: 1.323 eV
* structure (SMILES): C[C@H]1COC(=O)O1.C[C@H]1COC(=O)O1.C[C@H]1COC(=O)O1.C[C@H]1COC(=O)O1.C[C@H]1COC(=O)O1.CO.CO.CO.CO
* E_HOMO: -9.78 eV